Run i
{
  "formula": "CH3NO",
  "method": "the ωB97M-V functional and the def2-TZVPD basis",
  "symbols": ["C", "H", "H", "H", "N", "O"],
  "coordinates": [[-0.89300, 0.54228, 0.44415], [0.06616, -1.45872, -0.21907], [-1.58554, -0.33245, 0.44865], [-1.20024, 1.54631, 0.73955], [0.30199, 0.45720, -0.00255], [0.74546, -0.77615, -0.45202]],
  "total_charge": 0,
  "gap_ev": 11.37,
  "smiles": "C=NO"
}

---

Run ii
{
  "formula": "CH3NO",
  "method": "the ωB97M-V functional and the def2-TZVPD basis",
  "symbols": ["C", "N", "O", "H", "H", "H"],
  "coordinates": [[0.76692, -0.20732, 0.67159], [0.01757, 0.27810, -0.36338], [1.98073, -0.04237, 1.03675], [0.13212, -0.74316, 1.29212], [-0.90372, -0.21571, -0.43275], [0.19078, 1.03139, -0.92885]],
  "total_charge": 0,
  "gap_ev": 10.79,
  "smiles": "NC=O"
}

---

Stability verdict: run ii, ahead by 43.4 kcal/mol